Model a:
Molecular formula: C2HBrF2S
Method: DFT, ωB97M-V/def2-TZVPD

Summary:
**Gap between HOMO and LUMO**: 0.35122 hartree
**LUMO**: -0.010 Ha
**2S+1**: 1
**Charge**: 0

Cartesian coordinates (Å):
Br  1.406  -1.711  0.097
S  -0.031  0.697  -1.600
F  1.007  1.231  0.849
F  -1.094  1.177  0.878
C  0.030  -0.554  -0.372
C  -0.115  0.753  0.181
H  -1.203  -1.592  -0.033



Model b:
Molecular formula: C2HBrF2S
Method: DFT, ωB97M-V/def2-TZVPD

Summary:
**Gap between HOMO and LUMO**: 0.33273 hartree
**LUMO**: -0.010 Ha
**Structure (SMILES)**: F[C@H]1S[C@]1(F)Br
**2S+1**: 1
**Charge**: 0

Cartesian coordinates (Å):
Br  1.193  0.321  2.061
S  1.326  -0.382  -0.917
F  -1.106  -0.503  -1.652
F  -0.305  1.888  0.384
C  -0.353  -0.630  -0.446
C  0.042  0.665  0.426
H  -0.797  -1.359  0.144



Which of them is the most stable? Correct choice: model b.